Below is a 8-piece molecular cluster, C30H50Cl14N3O overall, with properties calculated with ωB97M-V with the def2-TZVPD basis set.

Properties
HOMO energy   -11.313 eV
Net charge   +1
E_LUMO   -3.31 eV

Last column: Mulliken charge in e.
Cartesian coordinates (Å):
C 3.128 -1.484 1.324  -1.29
C 2.751 -2.012 -0.041  -0.06
N 1.284 -1.992 -0.282  0.17
C 0.820 -0.715 -0.564  -0.64
N 0.805 -0.292 -1.814  1.02
N 0.417 0.906 -2.245  -1.15
C 0.046 1.717 -1.300  -0.72
C -0.040 1.407 0.071  1.32
C -0.524 2.392 1.092  -1.53
C -1.957 2.852 0.917  0.99
C -2.835 2.637 1.957  -0.74
C -4.145 3.058 1.890  -1.05
C -4.604 3.697 0.763  -0.52
C -3.741 3.926 -0.291  0.48
C -4.254 4.645 -1.510  -1.57
C -2.435 3.506 -0.208  -0.08
C 0.355 0.145 0.451  0.22
O 0.347 -0.263 1.721  -0.52
C -0.926 -0.782 2.226  -0.19
C -1.648 -1.689 1.264  -1.17
H 2.470 -1.890 2.086  0.24
H 3.057 -0.397 1.340  0.22
H 4.149 -1.749 1.555  0.55
H 3.254 -1.384 -0.786  0.22
H 3.118 -3.018 -0.203  0.58
H 1.090 -2.612 -1.062  0.42
H 1.102 -0.939 -2.544  -0.21
H -0.240 2.696 -1.631  0.55
H -0.472 1.886 2.048  0.46
H 0.165 3.227 1.177  0.62
H -2.481 2.155 2.858  0.40
H -4.800 2.897 2.732  0.43
H -5.624 4.042 0.710  0.47
H -5.077 4.102 -1.963  0.34
H -3.454 4.824 -2.221  0.36
H -4.632 5.617 -1.198  0.37
H -1.782 3.733 -1.037  0.17
H -1.539 0.076 2.492  -0.07
H -0.672 -1.300 3.141  0.48
H -2.389 -2.286 1.775  0.54
H -0.915 -2.355 0.814  0.34
H -2.124 -1.132 0.460  0.39
Cl -5.111 -5.937 2.691  -0.19
C -5.805 -4.466 1.965  -0.38
C -5.482 -4.348 0.499  -0.29
Cl -3.736 -4.051 0.225  -0.16
H -5.431 -3.610 2.522  0.34
H -6.883 -4.522 2.097  0.29
H -6.020 -3.512 0.065  -0.04
H -5.752 -5.252 -0.043  0.45
Cl 7.729 -1.396 3.995  -0.18
C 9.194 -1.018 3.045  -0.48
C 8.877 -0.463 1.681  -0.18
Cl 8.153 -1.682 0.589  -0.20
H 9.791 -1.924 2.983  0.39
H 9.748 -0.272 3.613  0.28
H 9.799 -0.124 1.213  0.34
H 8.187 0.374 1.754  0.01
Cl -8.405 -3.235 -0.018  -0.19
C -9.071 -1.749 -0.750  -0.47
C -8.712 -1.641 -2.207  -0.51
Cl -6.961 -1.368 -2.433  -0.14
H -8.695 -0.902 -0.182  0.30
H -10.153 -1.791 -0.635  0.36
H -9.229 -0.793 -2.651  0.33
H -8.983 -2.540 -2.753  0.31
Cl 1.923 4.000 -0.763  -0.06
C 3.150 5.301 -0.843  -0.61
C 4.065 5.316 0.355  -0.41
Cl 3.204 5.776 1.842  -0.18
H 2.611 6.240 -0.940  0.33
H 3.729 5.136 -1.749  0.33
H 4.849 6.053 0.193  0.35
H 4.530 4.349 0.531  0.29
Cl -1.919 -1.540 -2.886  -0.04
C -3.412 -2.428 -3.314  -0.17
C -3.113 -3.816 -3.810  -0.48
Cl -2.281 -3.800 -5.386  -0.18
H -3.940 -1.838 -4.058  0.36
H -4.019 -2.482 -2.413  -0.11
H -4.046 -4.362 -3.941  0.37
H -2.487 -4.360 -3.107  0.27
Cl 1.549 -2.990 -3.651  -0.12
C 3.205 -2.697 -4.283  -0.47
C 3.186 -1.832 -5.516  -0.40
Cl 2.450 -2.668 -6.900  -0.16
H 3.653 -3.667 -4.477  0.45
H 3.769 -2.206 -3.491  0.19
H 4.209 -1.581 -5.792  0.34
H 2.634 -0.910 -5.350  0.26
Cl 7.714 2.506 3.015  -0.20
C 7.056 2.435 4.676  -0.40
C 5.558 2.261 4.669  -0.40
Cl 4.740 3.730 4.070  -0.14
H 7.348 3.345 5.193  0.40
H 7.528 1.585 5.166  0.24
H 5.203 2.088 5.683  0.34
H 5.258 1.420 4.047  0.18



Below is Cl2Rb as an isolated structure, with properties calculated with ωB97M-V with the def2-TZVPD basis set.

Properties
HOMO energy   -4.487 eV
Net charge   -1
E_LUMO   0.73 eV

Last column: Mulliken charge in e.
Cartesian coordinates (Å):
Rb 9.415 17.470 23.948  0.94
Cl 13.145 14.931 21.847  -0.97
Cl 6.789 14.943 27.184  -0.97



Below is a 2-piece molecular cluster, C6H12N2 overall at a distorted geometry, with properties calculated with ωB97M-V with the def2-TZVPD basis set.

Properties
Relative energy (zero: lowest compared OMol25 entry of this formula, charge and spin)   8.40 kcal per mole
HOMO energy (alpha / beta)   -14.709 / -14.710 eV
Net charge   +1
2S+1   2
E_LUMO (alpha / beta)   -3.81 / -7.90 eV

Last column: Mulliken charge in e.
Cartesian coordinates (Å):
C 1.149 1.887 -0.095  -0.92
C -0.128 1.535 0.505  0.79
C -1.415 1.566 -0.121  -0.29
C -1.592 0.849 1.907  -0.20
N -0.297 1.071 1.752  -0.43
N -2.315 1.126 0.784  0.00
H 1.000 2.124 -1.138  0.34
H 1.839 1.039 -0.007  0.27
H -1.680 1.815 -1.133  0.42
H -2.003 0.509 2.844  0.43
H -3.321 1.057 0.644  0.24
H 1.593 2.576 0.635  0.34
C 0.690 -2.500 -0.175  -0.72
C 1.116 -1.814 -1.484  -0.78
H 0.332 -3.521 -0.245  0.36
H 1.494 -2.467 0.555  0.27
H -0.160 -1.964 0.268  0.13
H 1.174 -2.541 -2.290  0.31
H 0.450 -1.030 -1.859  0.20
H 2.074 -1.315 -1.347  0.25



Below is a 2-piece molecular cluster, C17H27ClN6O4P overall at a distorted geometry, with properties calculated with ωB97M-V with the def2-TZVPD basis set.

Properties
HOMO energy   -10.981 eV
Net charge   +1
E_LUMO   -3.97 eV

Last column: Mulliken charge in e.
Cartesian coordinates (Å):
C -3.764 1.706 2.329  -1.19
C -2.795 0.463 1.878  0.52
C -3.299 -1.071 2.306  -0.37
C -2.465 -2.448 1.972  -0.60
C -1.060 -2.278 1.112  -0.16
C -0.592 -0.770 0.657  -0.04
C -1.374 0.633 1.014  0.77
C -0.852 2.148 0.533  -1.12
N -0.474 2.026 -0.907  0.41
C 0.775 1.808 -1.694  0.40
N 2.017 1.611 -1.165  0.15
C 3.140 1.465 -2.217  -0.73
C 3.512 2.947 -2.898  0.52
O 4.652 3.024 -3.618  -0.51
O 2.710 4.167 -2.722  -0.44
P 2.513 1.504 0.527  0.27
N 3.839 0.557 0.794  -0.71
N 0.473 1.836 -3.175  -0.51
C -1.013 2.031 -3.376  0.33
Cl -1.967 2.117 -4.963  -0.03
N -1.459 2.120 -1.918  0.12
C -2.957 2.298 -1.813  -0.70
C -3.231 3.946 -1.858  -0.23
O -3.770 4.467 -0.587  -0.49
H -3.240 2.756 2.320  0.30
H -4.059 1.504 3.467  0.42
H -4.808 1.712 1.750  0.27
H -4.326 -1.196 2.891  0.27
H -2.906 -3.483 2.325  0.35
H -0.447 -3.252 0.859  0.03
H 0.424 -0.682 0.047  0.06
H -1.817 2.839 0.668  0.11
H -0.046 2.602 1.251  0.35
H 4.145 1.075 -1.766  0.44
H 2.843 0.683 -3.069  0.39
H 2.611 4.577 -3.652  0.37
H 2.908 2.846 0.946  0.10
H 1.490 0.926 1.411  0.19
H 4.597 1.156 1.190  0.25
H -3.348 1.848 -0.779  0.10
H -3.579 1.765 -2.651  0.43
H -2.170 4.472 -2.000  0.26
H -3.876 4.272 -2.782  0.36
H -4.052 5.419 -0.821  0.33
C 1.153 -4.854 0.871  0.24
O -0.021 -5.196 0.795  -0.68
N 2.164 -5.590 1.451  0.10
C 3.530 -5.115 1.501  -0.90
C 1.851 -6.881 2.030  -0.93
H 1.500 -3.891 0.463  0.18
H 4.172 -5.827 0.975  0.33
H 3.842 -5.042 2.547  0.34
H 3.624 -4.132 1.030  0.31
H 1.432 -7.527 1.253  0.30
H 1.103 -6.746 2.817  0.30
H 2.748 -7.343 2.450  0.38



Below is a 3-piece molecular cluster, C5H14O2 overall at a distorted geometry, with properties calculated with ωB97M-V with the def2-TZVPD basis set.

Properties
Relative energy (zero: lowest compared OMol25 entry of this formula, charge and spin)   95.16 kcal per mole
HOMO energy   -7.281 eV
E_LUMO   -0.57 eV

Last column: Mulliken charge in e.
Cartesian coordinates (Å):
C 0.482 1.448 0.482  0.59
C -0.540 1.088 1.436  -0.94
C 1.372 -1.027 0.141  -0.69
C 0.169 1.657 -0.952  -1.02
O 1.666 1.802 0.965  -0.38
H 2.280 2.004 0.244  0.39
H -1.290 1.882 1.492  0.42
H -1.176 0.161 0.886  0.35
H 1.059 1.566 -1.579  0.41
H 1.322 -2.117 0.060  0.38
H 1.639 -0.791 1.168  0.26
H 2.162 -0.651 -0.507  0.23
H -0.147 0.900 2.430  0.32
H -0.577 0.910 -1.256  0.24
H -0.258 2.658 -1.064  0.41
C -1.692 -2.143 -0.747  -0.91
O -1.348 -0.844 -0.403  -0.84
H 0.251 -0.844 -0.229  0.07
H -2.730 -2.403 -0.485  0.25
H -1.061 -2.910 -0.253  0.25
H -1.582 -2.344 -1.828  0.23



Below is a 2-piece molecular cluster, C10H23BrFN2O4S overall, with properties calculated with ωB97M-V with the def2-TZVPD basis set.

Properties
Relative energy (zero: lowest compared OMol25 entry of this formula, charge and spin)   0.00 kcal per mole
HOMO energy   -12.345 eV
Net charge   +1
E_LUMO   -3.46 eV

Last column: Mulliken charge in e.
Cartesian coordinates (Å):
C -0.305 2.030 5.430  -1.43
C -0.800 1.393 4.138  0.06
C 0.224 1.396 3.014  -0.98
Br 1.983 0.741 3.560  -0.08
N -0.195 0.751 1.768  0.49
C -0.877 1.679 0.824  -1.18
C 0.153 2.413 -0.042  -0.56
C 0.162 1.867 -1.469  0.16
C 1.342 2.324 -2.308  -0.73
O 2.524 1.595 -1.979  -0.54
S -0.846 -0.743 1.709  0.89
O -2.238 -0.786 1.970  -0.58
O -0.319 -1.402 0.558  -0.45
F -0.129 -1.373 2.932  -0.20
H 0.258 2.946 5.236  0.34
H -1.155 2.287 6.062  0.39
H 0.342 1.355 5.986  0.39
H -1.153 0.377 4.320  0.33
H -1.660 1.956 3.758  0.27
H 0.435 2.419 2.706  0.54
H -1.527 1.082 0.181  0.63
H -1.534 2.348 1.384  0.38
H 1.140 2.262 0.406  0.35
H -0.036 3.489 -0.049  0.39
H -0.777 2.129 -1.967  0.36
H 0.211 0.772 -1.419  -0.25
H 1.506 3.401 -2.205  0.35
H 1.149 2.125 -3.363  0.37
H 3.013 2.059 -1.298  0.32
C -1.384 -4.004 -3.985  -1.03
C -0.158 -3.162 -4.065  0.60
O 0.118 -2.295 -4.812  -0.40
N 0.877 -3.432 -2.955  -0.03
C 0.568 -2.603 -1.729  -1.12
H -1.809 -4.077 -4.983  0.34
H -1.192 -4.997 -3.582  0.38
H -2.110 -3.504 -3.339  0.31
H 0.915 -4.420 -2.706  0.39
H 1.785 -3.156 -3.337  0.37
H 1.269 -2.864 -0.943  0.39
H -0.445 -2.817 -1.404  0.40
H 0.674 -1.558 -2.003  0.38



Below is a 2-piece molecular cluster, C3H9N2O overall, with properties calculated with ωB97M-V with the def2-TZVPD basis set.

Properties
Relative energy (zero: lowest compared OMol25 entry of this formula, charge and spin)   32.63 kcal per mole
HOMO energy (alpha / beta)   -7.779 / -7.774 eV
2S+1   2
E_LUMO (alpha / beta)   1.07 / -1.56 eV

Last column: Mulliken charge in e.
Cartesian coordinates (Å):
C -1.950 0.500 -0.488  -0.91
C -1.972 -0.826 -0.442  0.29
N -3.071 -1.630 -0.612  -0.42
H -2.788 1.137 -0.710  0.24
H -1.020 0.996 -0.251  0.20
H -1.077 -1.382 -0.213  0.26
H -3.969 -1.233 -0.809  0.17
H -2.993 -2.625 -0.599  0.18
N 3.125 1.442 0.894  -0.62
C 2.491 0.306 0.250  -0.23
O 1.157 0.152 0.375  -0.30
H 2.794 2.301 0.473  0.25
H 2.855 1.449 1.870  0.26
H 2.741 0.321 -0.818  0.33
H 2.970 -0.605 0.641  0.30



Below is C40H64BCl2FN6O2SiV as an isolated structure at a distorted geometry, with properties calculated with ωB97M-V with the def2-TZVPD basis set.

Properties
Relative energy (zero: lowest compared OMol25 entry of this formula, charge and spin)   6.64 kcal per mole
HOMO energy (alpha / beta)   -4.754 / -4.729 eV
Net charge   -1
2S+1   3
E_LUMO (alpha / beta)   2.46 / 2.46 eV

Last column: Mulliken charge in e.
Cartesian coordinates (Å):
V -0.225 -0.288 -0.144  0.71
C -2.185 3.824 0.964  -1.43
C -0.829 3.891 1.671  0.30
C -0.758 3.048 2.949  -0.65
C 0.309 3.578 0.734  -0.21
C 0.985 4.511 -0.058  -1.60
C 1.997 3.813 -0.681  0.40
C 2.999 4.507 -1.579  0.65
C 4.200 3.694 -2.007  -0.93
C 3.493 5.807 -0.933  -1.49
N 1.875 2.504 -0.309  1.07
N 0.830 2.377 0.567  0.10
B 2.820 1.245 -0.405  0.26
N 2.606 0.151 -1.535  0.68
N 1.588 -0.758 -1.371  1.80
C 1.830 -1.796 -2.159  -0.88
C 3.011 -1.577 -2.863  -1.06
C 3.486 -0.353 -2.457  0.06
C 4.727 0.185 -3.148  0.14
C 5.886 0.698 -2.303  -1.48
C 4.356 1.060 -4.355  -1.44
C 0.986 -3.032 -2.276  2.98
C 1.856 -4.287 -2.314  -1.93
C 0.076 -2.952 -3.502  -1.38
N 2.675 0.551 0.981  0.34
N 1.548 -0.150 1.337  0.47
C 1.689 -0.472 2.620  -0.80
C 2.890 0.048 3.114  -1.20
C 3.474 0.705 2.056  0.12
C 4.732 1.527 2.162  0.15
C 5.917 1.005 1.355  -1.70
C 4.470 3.014 1.915  -1.46
C 0.700 -1.253 3.431  3.39
C 1.343 -2.536 3.964  -1.86
C 0.164 -0.416 4.596  -1.59
H -2.977 4.178 1.629  0.44
H -2.428 2.808 0.653  0.24
H -2.181 4.446 0.066  0.38
H -0.679 4.938 1.952  0.53
H -0.360 2.061 2.732  -0.51
H -1.744 2.920 3.403  0.42
H -0.099 3.517 3.686  0.39
H 0.790 5.570 -0.125  0.44
H 2.440 4.784 -2.480  0.60
H 4.922 3.599 -1.190  0.25
H 4.707 4.179 -2.845  0.50
H 3.912 2.697 -2.308  -0.80
H 3.988 5.592 0.018  0.22
H 2.685 6.511 -0.738  0.41
H 4.216 6.296 -1.594  0.46
H 3.943 1.622 -0.536  -0.86
H 3.474 -2.223 -3.592  0.49
H 5.122 -0.728 -3.599  0.67
H 5.691 1.640 -1.803  -0.12
H 6.758 0.837 -2.950  0.57
H 6.150 -0.039 -1.543  0.36
H 3.753 1.926 -4.101  0.17
H 3.767 0.471 -5.060  0.31
H 5.259 1.411 -4.864  0.48
H 0.373 -3.096 -1.387  -2.14
H 2.451 -4.334 -3.229  0.34
H 1.220 -5.175 -2.280  0.47
H 2.538 -4.321 -1.462  0.35
H -0.582 -2.084 -3.446  -0.06
H -0.550 -3.845 -3.573  0.47
H 0.672 -2.868 -4.416  0.36
H 3.280 -0.023 4.118  0.50
H 5.006 1.423 3.216  0.57
H 5.768 1.156 0.290  0.05
H 6.068 -0.063 1.526  0.38
H 6.829 1.532 1.649  0.48
H 4.139 3.196 0.889  0.23
H 5.380 3.595 2.090  0.50
H 3.689 3.385 2.580  0.39
H -0.128 -1.520 2.783  -1.86
H 2.182 -2.299 4.625  0.36
H 1.726 -3.163 3.157  0.38
H 0.617 -3.121 4.534  0.42
H 0.958 -0.206 5.318  0.47
H -0.631 -0.956 5.117  0.44
H -0.239 0.539 4.256  0.13
C -1.725 2.682 -4.033  -1.36
Si -1.140 1.003 -3.393  0.29
C 0.459 0.670 -4.338  -0.52
C -2.467 -0.233 -3.892  -0.99
C -0.957 1.110 -1.563  0.63
H -1.863 2.679 -5.120  0.32
H -0.994 3.458 -3.783  0.27
H -2.679 2.960 -3.571  0.32
H 0.246 0.158 -5.283  0.52
H 1.172 0.061 -3.784  -0.12
H 0.948 1.621 -4.579  0.35
H -3.449 0.248 -3.829  0.26
H -2.495 -1.108 -3.238  0.22
H -2.337 -0.578 -4.924  0.37
H -1.986 1.274 -1.202  0.30
H -0.430 2.048 -1.365  -0.24
F -5.993 -3.651 1.731  -0.39
C -4.975 -2.749 1.659  0.51
C -4.940 -1.855 0.609  -0.73
C -3.902 -0.939 0.547  -0.20
C -2.882 -0.891 1.509  -0.32
C -1.754 0.063 1.395  0.20
C -2.973 -1.820 2.555  0.33
C -4.010 -2.746 2.641  -0.97
H -5.703 -1.895 -0.158  0.42
H -3.855 -0.255 -0.295  0.32
H -1.282 0.186 2.370  0.03
H -2.126 1.048 1.105  -0.20
H -2.222 -1.807 3.337  0.21
H -4.072 -3.452 3.461  0.41
Cl -0.128 -3.545 1.044  -0.19
C -1.556 -3.872 0.042  0.51
Cl -1.366 -5.431 -0.794  -0.19
C -1.888 -2.753 -0.970  -0.28
O -2.760 -2.985 -1.770  -0.69
O -1.207 -1.666 -0.870  -0.46
H -2.402 -3.965 0.713  0.29